#i
12
Properties=species:S:1:pos:R:3 method="wB97M-V/def2-TZVPD" e_lumo_ev="-1.24 / -0.58" orbital_gap_ev="6.65 / 7.61" smiles="CC=[PH]=[N+]([O-])O"
C -2.1258 -0.3561 0.1653
C -1.0132 0.1000 -0.7361
N 2.0264 -0.0816 0.2459
O 3.0700 0.8236 0.4007
O 2.1721 -1.0993 -0.3784
P 0.3866 0.9300 -0.2371
H -2.0703 -1.4717 0.5174
H -2.1934 0.3467 0.9736
H -3.0193 -0.3736 -0.5026
H -1.2517 -0.0156 -1.7683
H 3.8608 0.3603 0.2328
H 0.1578 0.8372 1.0870

#ii
12
Properties=species:S:1:pos:R:3 method="wB97M-V/def2-TZVPD" e_lumo_ev=0.73 orbital_gap_ev=9.35 smiles="CN(O)[PH2]=C=O"
C 3.2476 0.0547 0.6499
C -0.2502 1.2868 0.0193
N 0.1022 -0.0842 0.2699
O 4.1395 0.2622 -0.0133
O -1.0261 -1.0500 0.3260
P 1.4391 -0.8478 -0.2971
H -0.4077 1.4900 -0.9751
H -1.2212 1.6105 0.5107
H 0.4388 1.9259 0.5437
H -1.4823 -0.8638 1.1152
H 0.8293 -1.6288 -1.4012
H 0.9398 -1.8557 0.5010

Most stable: #ii. Least stable: #i.

#i
12
Properties=species:S:1:pos:R:3 method="wB97M-V/def2-TZVPD" e_lumo_ev="-0.38 / -0.38" orbital_gap_ev="8.17 / 8.17"
C -0.5269 0.4938 1.2136
C -0.1239 -0.4654 0.1590
N 1.8720 0.8762 -2.3698
O 1.8426 1.8522 -1.4176
O 1.8615 1.1374 -3.5261
P -0.2567 -0.2553 -1.5313
H 0.4776 0.9842 1.6554
H -1.0621 1.3762 0.7926
H -1.2475 0.1046 1.8619
H 0.1083 -1.3979 0.6606
H 1.9789 2.8555 -1.6148
H -0.7112 1.0129 -1.5727

#ii
12
Properties=species:S:1:pos:R:3 method="wB97M-V/def2-TZVPD" e_lumo_ev=0.85 orbital_gap_ev=9.76
C 1.6921 0.5321 -0.1814
C 0.8745 -0.5031 -0.2794
N -0.0051 -0.9051 0.7412
O -2.3960 -0.6174 -0.9268
O -1.5318 1.4617 0.1246
P -2.0998 -0.0566 0.3927
H 1.7727 1.1018 0.7286
H 2.3051 0.8289 -1.0091
H 0.7678 -1.0669 -1.1936
H 0.2594 -0.5487 1.6562
H -0.1835 -1.9045 0.7571
H -1.4554 1.6779 -0.8101

Most stable: #ii. Least stable: #i.

#i
12
Properties=species:S:1:pos:R:3 method="wB97M-V/def2-TZVPD" e_lumo_ev=0.53 orbital_gap_ev=9.92 smiles="CN(O)C(=O)P"
C -0.5338 0.1553 -1.0243
C -0.5290 -0.8714 1.2074
N -0.0151 0.1758 0.2348
O -1.6582 -0.5770 -1.2180
O 1.1516 0.8610 0.5107
P 0.2790 1.4240 -2.0414
H -0.6802 -0.5041 2.2388
H -1.3429 -1.3094 0.7485
H 0.1244 -1.7767 1.3204
H 0.8964 1.4809 1.2262
H -0.1766 1.0170 -3.3970
H 1.3998 0.7621 -2.3673

#ii
12
Properties=species:S:1:pos:R:3 method="wB97M-V/def2-TZVPD" e_lumo_ev=-0.32 orbital_gap_ev=9.04 smiles="C1CN1.O=PO"
C 2.0016 0.2857 -0.3767
C 1.2349 0.2993 0.9326
N 1.5614 -0.9275 0.2686
O -3.0773 -0.9312 0.1911
O -2.8544 1.0620 -1.3177
P -2.3533 0.4669 -0.0748
H 1.4285 0.4777 -1.2218
H 3.0033 0.6984 -0.3651
H 1.8238 0.4563 1.8025
H 0.2040 0.7252 0.8695
H -3.7036 -1.2629 -0.4476
H 0.7311 -1.3500 -0.2605

Most stable: #ii. Least stable: #i.

#i
16
Properties=species:S:1:pos:R:3 method="wB97M-V/def2-TZVPD" e_lumo_ev=-5.00 orbital_gap_ev=8.75 charge=+1
C -0.0122 0.5719 -0.2853
C -1.2760 1.2211 -0.1720
C 0.1546 -0.7802 -0.2130
C -2.4016 0.5550 0.0250
C -0.9181 -1.6775 -0.0325
N -2.1370 -1.2858 0.1082
N 3.0419 0.7079 0.1623
F -3.6440 0.7995 0.1775
H 0.8746 1.1816 -0.4115
H -1.3308 2.3039 -0.2447
H 1.1526 -1.1780 -0.3007
H -0.7198 -2.7470 0.0010
H -2.9572 -1.8609 0.2458
H 3.7015 0.1039 -0.3155
H 3.0477 0.4343 1.1418
H 3.4238 1.6502 0.1137

#ii
16
Properties=species:S:1:pos:R:3 method="wB97M-V/def2-TZVPD" e_lumo_ev=-6.28 orbital_gap_ev=6.97 charge=+1
C -2.2092 -0.4281 -1.2707
C -1.0317 0.3023 -1.1500
C -0.8394 -1.4946 0.1291
C 1.9750 0.0886 0.6976
C 1.8716 1.5116 0.7725
N -2.0392 -1.5137 -0.4620
N -0.2185 -0.4121 -0.3501
F 0.8499 1.8737 1.5968
H -3.1014 -0.1421 -1.7778
H -0.6951 1.1560 -1.5990
H -0.4933 -2.1847 0.7904
H 2.7799 -0.0932 0.0597
H 1.4378 -0.5921 1.4270
H 2.7768 2.0534 1.2858
H 1.6908 2.1101 -0.0694
H -2.7538 -2.2351 -0.0801

Most stable: #i. Least stable: #ii.

#i
21
Properties=species:S:1:pos:R:3 method="wB97M-V/def2-TZVPD" e_lumo_ev="0.09 / 0.09" orbital_gap_ev="6.22 / 6.22"
C 0.9841 -1.5376 -2.2836
C 1.8663 -0.8272 -1.4371
C -0.3938 -1.5544 -1.8880
C 1.4565 -0.1200 -0.3638
C -0.8475 -0.7621 -0.9205
C 0.0989 -0.1069 -0.1306
C -2.0409 -0.7511 1.9240
C -0.2805 0.5955 1.0915
N 0.4461 2.6763 0.3247
N 0.4131 1.7074 1.4447
O -1.2405 0.3633 1.9292
H 1.2741 -2.2640 -2.9500
H 2.8641 -0.8719 -1.7676
H -1.1359 -2.1150 -2.5509
H 2.1278 0.1894 0.4171
H -1.7971 -0.8858 -0.4108
H -2.6682 -0.7461 2.8427
H -1.8283 -1.6836 1.5230
H -0.4530 3.1514 0.2943
H 1.0833 3.4177 0.6480
H 0.0712 2.1246 2.2637

#ii
21
Properties=species:S:1:pos:R:3 method="wB97M-V/def2-TZVPD" e_lumo_ev=0.59 orbital_gap_ev=8.73
C 2.5996 0.3821 1.5070
C 2.0478 0.8804 0.5700
C 0.1927 -2.6438 -1.3470
C -0.8086 -2.4648 -0.4138
C 0.2526 -0.5920 -0.7116
C 0.0952 2.2812 -0.3883
C -1.5944 -0.5746 1.0258
C 1.2248 1.3154 -0.5064
N 0.8161 -1.4826 -1.5599
N -0.7099 -1.1473 -0.0038
O 1.8736 1.4720 -1.7606
H 3.1971 0.1956 2.3432
H 0.6303 -3.5234 -1.8112
H -1.3977 -3.1901 0.1254
H -0.3054 2.5966 -1.3105
H 0.6876 3.2459 -0.1263
H -0.6434 2.1529 0.3481
H -1.7487 -1.5156 1.4628
H -1.1438 0.2473 1.6183
H -2.5716 -0.1653 0.6173
H 2.7125 0.9443 -1.7769

Most stable: #ii. Least stable: #i.

#i
6
Properties=species:S:1:pos:R:3 method="wB97M-V/def2-TZVPD" e_lumo_ev="0.21 / 0.26" orbital_gap_ev="9.10 / 9.13"
C -2.9991 -0.4086 -0.0746
N 0.0468 0.5392 0.0739
O -3.3600 -0.9971 0.8519
O -2.6405 0.0853 -1.0431
O -0.4735 1.6486 -0.0130
H -0.1378 2.4747 0.4937

#ii
6
Properties=species:S:1:pos:R:3 method="wB97M-V/def2-TZVPD" e_lumo_ev=-1.01 orbital_gap_ev=9.56 smiles="O=CON=O"
C 0.6075 0.3761 -0.6419
N -1.2570 -0.4004 1.1320
O -0.6013 0.4751 -0.0060
O 1.4498 -0.4641 -0.5674
O -0.7760 -1.4208 1.2927
H 0.5770 1.4342 -1.2094

#iii
6
Properties=species:S:1:pos:R:3 method="wB97M-V/def2-TZVPD" e_lumo_ev=-0.56 orbital_gap_ev=9.49 smiles="O=C=O.N=O"
C 0.5538 -0.3602 -1.3550
N -0.1888 0.1489 1.1754
O -0.3677 -1.0214 -1.2284
O 1.5008 0.2873 -1.4713
O -1.0337 0.8633 0.7048
H -0.4644 0.0820 2.1745

Most stable: #iii. Least stable: #i.

#i
9
Properties=species:S:1:pos:R:3 method="wB97M-V/def2-TZVPD" e_lumo_ev=1.02 orbital_gap_ev=10.92 smiles=Cl[C@@H]1C[C@H]1Cl
C 0.6928 -0.3638 -0.5000
C -0.0536 1.0106 -0.1267
C -0.4592 -0.2275 0.5373
H 0.0933 -0.9884 -1.3986
H 0.5237 1.6248 0.6578
H -0.7882 1.4608 -0.7966
H -0.3585 -0.4269 1.6246
Cl 2.2822 -0.9886 0.0458
Cl -1.9325 -1.1010 -0.0436

#ii
9
Properties=species:S:1:pos:R:3 method="wB97M-V/def2-TZVPD" e_lumo_ev=0.86 orbital_gap_ev=10.26 smiles=ClC1(Cl)CC1
C -0.0515 0.0344 -0.7652
C -0.1899 -0.0302 0.7940
C -1.5818 0.0170 0.0885
Cl -2.5547 1.4864 -0.1328
Cl -2.5665 -1.4761 0.0306
H 0.1486 1.0071 -1.2314
H 0.1888 -0.7724 -1.3600
H 0.0123 -1.0521 1.0458
H 0.1196 0.6744 1.5616

Most stable: #ii. Least stable: #i.

#i
10
Properties=species:S:1:pos:R:3 method="wB97M-V/def2-TZVPD" e_lumo_ev=0.65 orbital_gap_ev=9.49 smiles="N=C=CCl.C#C"
C 1.3175 -0.7600 1.0143
C -1.9540 1.0077 -1.3446
C -0.8749 0.9811 -1.8259
C -0.0073 -0.6334 0.9319
N 2.5301 -0.9121 1.2774
Cl -0.8000 0.6865 1.7418
H -2.9974 0.8396 -0.9666
H 3.2832 -0.6090 0.7032
H 0.0533 0.9448 -2.0759
H -0.5504 -1.5453 0.5444

#ii
10
Properties=species:S:1:pos:R:3 method="wB97M-V/def2-TZVPD" e_lumo_ev="-0.27 / -0.27" orbital_gap_ev="8.30 / 8.30"
C -0.2152 1.2308 -0.1181
C 0.2802 -0.0023 -0.1717
C -1.8902 0.0149 -0.0707
C 1.4659 -0.7473 0.0315
N -1.6089 1.2286 -0.2602
Cl -3.3391 -0.8494 0.1304
H 0.1470 2.2803 0.0809
H 2.3219 -0.6451 -0.6982
H 0.9763 -1.7674 -0.0818
H 1.8620 -0.7431 1.1578

Most stable: #i. Least stable: #ii.

#i
51
Properties=species:S:1:pos:R:3 method="wB97M-V/def2-TZVPD" e_lumo_ev=0.61 orbital_gap_ev=9.46 smiles=COCCNCCOC.CCO.CCO.CCO
C 1.4657 3.9933 2.2314
O 0.8443 3.0661 1.3399
C 1.0788 3.2564 -0.0388
C -0.0005 2.4921 -0.8616
N 0.2130 2.6144 -2.2784
C -0.8852 2.1053 -3.1080
C -0.5659 2.8252 -4.4589
O -0.5460 4.2576 -4.3164
C -1.7306 4.8439 -3.8152
H 2.3604 4.4626 1.8204
H 1.7014 3.3551 3.0812
H 0.7434 4.7681 2.4948
H 2.0543 2.8504 -0.3285
H 1.1481 4.2799 -0.4266
H -0.9874 2.7964 -0.4870
H 0.1004 1.4661 -0.4901
H 0.5273 3.5212 -2.5871
H -1.8196 2.4856 -2.6860
H -0.7655 1.0288 -3.2191
H -1.3043 2.5733 -5.2269
H 0.4192 2.6156 -4.8661
H -1.8073 4.8448 -2.7263
H -2.5693 4.3282 -4.2944
H -1.8029 5.8705 -4.1744
C -0.8985 -5.4404 0.0153
C -2.2093 -5.4062 0.8395
O -2.7539 -4.0703 0.7863
H -0.9587 -4.9994 -0.9768
H -0.6211 -6.4970 -0.0091
H -0.0893 -4.9394 0.5481
H -2.1221 -5.7379 1.8722
H -2.8861 -6.1618 0.4296
H -3.1549 -3.9244 -0.0736
C 0.6683 -1.8603 4.3566
C -0.6594 -2.4740 3.9109
O -0.4100 -3.5173 2.9297
H 1.1354 -1.2477 3.5862
H 1.4194 -2.5977 4.6357
H 0.3491 -1.2074 5.1722
H -1.1758 -1.6601 3.3968
H -1.2677 -2.9383 4.6864
H -1.2139 -3.4660 2.3987
C 2.4106 -2.3625 0.2772
C 1.8388 -0.9447 0.2279
O 2.5919 0.0200 -0.4916
H 3.3658 -2.3397 0.8034
H 2.4657 -2.7796 -0.7281
H 1.7896 -3.0306 0.8764
H 1.6904 -0.6119 1.2598
H 0.8411 -0.9697 -0.2213
H 1.9831 0.4632 -1.0870

#ii
51
Properties=species:S:1:pos:R:3 method="wB97M-V/def2-TZVPD" e_lumo_ev=0.35 orbital_gap_ev=8.74 smiles=CC1(C)CCCC(C)(C)N1O.CO.CO.CO.O
C 4.3251 -6.4347 -10.1160
O 4.7186 -5.9798 -8.8076
H 4.1933 -5.6034 -10.8062
H 5.0738 -7.1805 -10.3552
H 3.3362 -6.8941 -10.0178
H 3.9765 -5.5035 -8.4028
C 6.5970 -4.9869 -6.0196
O 6.9458 -5.9349 -7.0377
H 7.1088 -4.0394 -6.2201
H 5.5175 -4.8301 -5.9869
H 6.9609 -5.3717 -5.0663
H 6.2057 -5.9205 -7.6723
C 2.1867 -3.3521 -8.9888
O 2.7667 -4.0634 -7.9114
H 1.9073 -4.0665 -9.7659
H 1.2527 -2.8551 -8.7075
H 2.8363 -2.6100 -9.4604
H 2.8235 -3.4672 -7.1586
O 0.4894 -7.6960 -10.6806
H 0.4245 -7.6259 -9.7212
H 1.2396 -8.2845 -10.8276
C 2.5390 -3.8010 -14.4054
C 2.0935 -5.1858 -14.9563
C 2.3934 -5.2915 -16.4446
C 3.8859 -5.3213 -16.7560
C 4.4785 -6.5679 -16.0994
C 4.2088 -6.6360 -14.5859
N 2.7992 -6.3189 -14.3566
O 2.4994 -6.3927 -12.9857
C 4.4268 -8.0695 -14.1124
C 5.1914 -5.7204 -13.8282
C 0.6002 -5.3352 -14.7055
H 3.4925 -3.5111 -14.8354
H 2.6846 -3.8726 -13.3263
H 1.7797 -3.0528 -14.6246
H 2.0096 -6.2420 -16.8360
H 1.8965 -4.5268 -17.0509
H 4.3793 -4.4207 -16.3838
H 4.0735 -5.3004 -17.8303
H 5.5534 -6.5771 -16.2991
H 4.0867 -7.4812 -16.5564
H 4.2517 -8.2148 -13.0466
H 3.7710 -8.7505 -14.6622
H 5.4480 -8.4143 -14.2953
H 6.2248 -5.9025 -14.1175
H 4.9823 -4.6675 -14.0197
H 5.0534 -5.8900 -12.7597
H 0.2537 -6.3284 -15.0048
H 0.0920 -4.6230 -15.3593
H 0.3209 -5.1821 -13.6669
H 1.9378 -7.1684 -12.8831

Most stable: #ii. Least stable: #i.

#i
15
Properties=species:S:1:pos:R:3 method="wB97M-V/def2-TZVPD" e_lumo_ev=-12.75 orbital_gap_ev=7.98 charge=+2
C 0.0472 1.6595 0.7031
C -1.5182 0.4656 -0.5661
C 0.9013 -0.6601 0.4880
C 0.4814 -0.7133 -0.9472
C 0.7173 0.4770 1.3357
N -0.9948 -0.6016 -1.0003
N -0.9525 1.5366 -0.0698
H 0.5246 2.6593 0.7868
H -2.5517 0.5139 -0.4620
H 0.3594 -1.4513 1.1538
H 1.7136 -1.3737 0.5380
H 0.8850 0.1190 -1.5856
H 0.7833 -1.6375 -1.3935
H 1.2347 0.4303 2.2625
H -1.6306 -1.4236 -1.2434

#ii
15
Properties=species:S:1:pos:R:3 method="wB97M-V/def2-TZVPD" e_lumo_ev="-10.97 / -10.97" orbital_gap_ev="8.47 / 8.47" charge=+2 smiles="C/C=C/C#[N+]C=[NH2+]"
C -0.3838 0.2970 0.0812
C 0.9287 0.6501 0.0457
C 1.9212 -0.3243 0.1581
C -2.9432 0.3579 -0.0208
C 3.3800 -0.0581 -0.0736
N -1.6146 0.2730 0.0915
N -3.8300 -0.6502 -0.0734
H 1.3402 1.6677 0.1386
H 1.7162 -1.3096 0.3655
H -3.3371 1.3403 -0.1597
H 3.7111 -0.6980 -0.9546
H 3.8254 -0.5878 0.7710
H 3.7402 1.0189 -0.2714
H -4.7880 -0.3010 -0.2672
H -3.6663 -1.6757 0.1691

Most stable: #ii. Least stable: #i.

#i
41
Properties=species:S:1:pos:R:3 method="wB97M-V/def2-TZVPD" e_lumo_ev=0.20 orbital_gap_ev=8.12 smiles="N/C=C/C[C@@H](N)CO.O.O.O.O.O.O.O"
C -0.2658 2.5803 -2.2147
O 0.6432 3.6333 -1.8210
C -0.2226 1.4130 -1.1316
C -0.9156 1.8865 0.1625
C -0.2957 1.4655 1.4362
C 0.8451 1.9526 1.8962
N 1.6024 1.1313 2.7267
N -1.0367 0.2668 -1.5653
H -1.2921 2.9042 -2.3114
H 0.2300 2.3193 -3.1112
H 0.8011 1.0488 -0.9173
H -0.8329 2.9504 0.4553
H -1.9381 1.5490 0.2664
H -0.8409 0.3971 1.7010
H 0.9679 3.0028 1.8280
H 2.0292 1.7078 3.3710
H 1.0805 0.3295 3.1343
H -0.5616 -0.5600 -1.9392
H 0.0958 4.0678 -1.0574
H -1.4419 -0.1186 -0.7770
H -1.8681 -2.5624 0.6321
H -1.4461 -2.9300 1.9560
O -2.2630 -2.9104 1.3923
H 1.3658 -2.2434 0.7104
H 1.2915 -0.7978 1.3737
O 0.8450 -1.7077 1.3250
H -0.9393 -1.5192 3.1846
H -2.1295 -0.7742 3.6499
O -1.2398 -0.8077 3.7476
H 2.9140 0.3125 -3.2506
H 3.4333 1.0108 -1.7694
O 2.9888 0.3590 -2.2713
H 3.1319 -1.0587 -1.2001
H 3.1176 -0.9169 0.3583
O 3.0382 -1.5079 -0.2847
H -1.1489 -3.5655 -2.1865
H 0.0373 -2.6941 -1.7678
O -0.7711 -2.6685 -2.1615
H -2.7182 -2.2029 -1.9849
H -3.4628 -2.7052 -0.6215
O -2.8279 -2.0375 -0.9631

#ii
41
Properties=species:S:1:pos:R:3 method="wB97M-V/def2-TZVPD" e_lumo_ev=0.13 orbital_gap_ev=10.23 smiles="CC(=O)N(C)CCN.O.O.O.O.O.O.O"
C -2.1889 -0.4421 0.6480
C -0.7157 -0.6933 0.5815
N -0.0248 -0.2402 -0.5004
C 1.4297 -0.3866 -0.5132
C -0.7033 0.2558 -1.7153
C -1.1512 1.6977 -1.5909
N -1.8867 2.1024 -2.8016
O -0.1179 -1.1985 1.5390
H -2.6511 0.1319 -0.1456
H -2.7967 -1.3484 0.5474
H -2.3294 0.0221 1.6267
H 1.8255 0.3211 0.2209
H 1.8344 -0.3417 -1.5159
H 1.7074 -1.3388 -0.0666
H -0.0330 0.2709 -2.5715
H -1.3974 -0.5271 -1.9824
H -1.7250 1.9114 -0.6909
H -0.2507 2.3213 -1.5523
H -2.6131 2.7515 -2.5773
H -1.2783 2.6057 -3.4290
H 2.8266 2.6435 0.3485
H 1.8873 3.2593 -0.6004
O 2.8033 2.9715 -0.5582
H 1.8429 -2.3113 -4.2836
H 1.3791 -2.1837 -2.9004
O 1.3545 -1.6850 -3.7327
H -0.4964 2.4389 1.5171
H -1.8555 3.1274 1.4234
O -1.1813 2.8499 2.0525
H 1.4618 -2.3322 1.5493
H 2.6654 -2.2212 2.4721
O 2.2914 -2.7799 1.7860
H 0.0499 -2.8354 -1.0047
H 1.4771 -3.5612 -0.5972
O 0.6619 -3.5655 -1.1040
H 0.3349 1.4109 3.5953
H 0.8344 0.4553 2.2855
O 0.8901 1.2432 2.8314
H -1.6332 -2.0431 3.1862
H -0.8245 -1.2223 4.2225
O -1.7034 -1.5340 4.0006

Most stable: #ii. Least stable: #i.